C37H42AsBrIrN7O7S3 | the ωB97M-V functional and the def2-TZVPD basis

Atoms and positions in Å:
Ir1 -0.482 0.403 -0.207
N1 3.214 2.485 1.028
C1 2.224 1.609 0.748
S1 0.592 2.238 0.740
N2 2.497 0.390 0.463
N3 1.379 -0.395 0.215
C2 1.595 -1.652 0.409
C3 0.583 -2.624 0.102
C4 0.749 -3.967 0.391
C5 -0.256 -4.839 -0.014
C6 -1.333 -4.324 -0.716
C7 -1.410 -2.953 -0.965
N4 -0.489 -2.110 -0.525
H1 2.994 3.373 1.442
H2 4.128 2.101 1.215
H3 2.568 -1.953 0.778
H4 1.648 -4.329 0.890
H5 -0.134 -5.899 0.173
H6 -2.112 -4.969 -1.100
H7 -2.234 -2.534 -1.527
C8 2.182 1.623 -2.568
As1 0.283 1.623 -2.223
C9 -0.407 1.078 -3.951
C10 -0.022 3.575 -2.120
C11 -0.333 4.244 -3.430
C12 -1.558 4.090 -4.078
C13 -1.815 4.743 -5.272
C14 -0.847 5.562 -5.841
C15 0.374 5.724 -5.207
C16 0.627 5.069 -4.009
H8 2.331 2.275 -3.431
H9 2.534 0.625 -2.816
H10 2.731 2.012 -1.715
H11 -0.240 1.922 -4.617
H12 -1.469 0.843 -3.926
H13 0.160 0.214 -4.290
H14 0.942 3.929 -1.757
H15 -0.749 3.797 -1.345
H16 -2.322 3.450 -3.653
H17 -2.770 4.611 -5.763
H18 -1.048 6.071 -6.775
H19 1.132 6.363 -5.641
H20 1.584 5.205 -3.517
N5 0.910 -1.666 -3.382
C17 1.671 -2.745 -2.908
C18 2.815 -2.472 -2.150
C19 3.424 -3.485 -1.434
C20 2.907 -4.773 -1.477
C21 1.901 -5.070 -2.386
C22 1.277 -4.061 -3.102
S2 3.312 -5.929 -0.156
O1 4.439 -6.726 -0.569
O2 3.565 -5.012 0.957
O3 2.057 -6.660 0.010
H21 -0.048 -1.854 -3.630
H22 1.016 -0.888 -2.748
H23 3.176 -1.449 -2.066
H24 4.240 -3.273 -0.753
H25 1.529 -6.086 -2.435
H26 0.425 -4.284 -3.738
C23 -3.912 4.395 6.068
C24 -4.095 2.985 5.576
C25 -5.070 2.685 4.628
C26 -5.273 1.383 4.195
C27 -4.497 0.367 4.728
C28 -3.525 0.637 5.683
C29 -3.322 1.943 6.090
S3 -4.829 -1.307 4.284
O4 -5.922 -1.304 3.352
O5 -4.849 -2.067 5.496
N6 -3.497 -1.773 3.414
C30 -3.715 -2.409 2.111
C31 -3.908 -1.375 0.997
C32 -2.635 -0.742 0.548
O6 -1.692 -0.483 1.349
O7 -2.461 -0.426 -0.689
H27 -3.993 5.114 5.252
H28 -2.944 4.527 6.549
H29 -4.682 4.647 6.800
H30 -5.699 3.479 4.241
H31 -6.050 1.145 3.478
H32 -2.952 -0.171 6.124
H33 -2.569 2.157 6.840
H34 -2.863 -2.288 4.014
H35 -4.580 -3.070 2.115
H36 -2.833 -3.019 1.912
H37 -4.572 -0.583 1.352
H38 -4.393 -1.821 0.128
Br1 -1.887 2.190 2.820
C33 -2.607 2.545 1.126
C34 -3.681 3.434 1.113
C35 -4.333 3.702 -0.069
C36 -3.905 3.060 -1.224
C37 -2.830 2.215 -1.139
N7 -2.152 1.969 0.003
H39 -3.989 3.881 2.046
H40 -5.173 4.384 -0.087
H41 -4.399 3.206 -2.174
H42 -2.493 1.675 -2.010

Computed properties:
E_tot ... -8453.51955 a.u.
2S+1 ... 2
Expectation value of S² ... 0.760
Total charge ... +1
ΔE to the lowest compared entry with this formula, charge and spin ... 0.0 kJ/mol